No. 1
The following is a DFT calculation (the ωB97M-V functional and the def2-TZVPD basis) of a molecular structure, C42H72F30N9O20S10.

```
! RIJCOSX wB97M-V def2-TZVPD def2/J DEFGRID3
* xyz -1 1
C 0.5365 8.3836 -3.1731
C -0.1137 8.7126 -1.7763
C -0.2282 7.5514 -0.9913
N -0.6317 7.7922 0.4808
C 0.7033 8.1767 1.2221
C -1.7963 8.7332 0.7040
C -2.9511 7.9889 1.4090
C -2.7238 6.5339 1.0180
C -1.1719 6.4500 1.1096
H 0.2801 9.2822 -3.7353
H 0.1936 7.4483 -3.6144
H 1.6240 8.3669 -3.2462
H -1.0934 9.1617 -1.9465
H 0.4639 9.5538 -1.3911
H 0.7675 7.1147 -0.9084
H -0.9384 6.7931 -1.3193
H 0.3660 8.5630 2.1822
H 1.0863 8.9795 0.5908
H 1.5440 7.4873 1.1539
H -1.7440 9.7241 1.1545
H -2.3087 8.9699 -0.2295
H -2.8167 8.0499 2.4896
H -3.9987 8.2081 1.2044
H -3.3214 5.8586 1.6295
H -2.9699 6.2541 -0.0078
H -0.8932 6.6148 2.1504
H -0.6470 5.5964 0.6826
C -6.3955 -10.1800 -0.3235
C -7.0896 -8.8638 -0.6901
C -6.0913 -7.7387 -0.3994
N -6.5969 -6.2884 -0.7402
C -7.6518 -5.8220 0.2446
C -7.1817 -6.1449 -2.1494
C -7.0816 -4.6243 -2.4679
C -5.9123 -4.0477 -1.5683
C -5.3761 -5.3298 -0.8366
H -6.6988 -10.9696 -1.0112
H -6.5200 -10.4798 0.7161
H -5.3274 -10.1581 -0.5442
H -8.0017 -8.7418 -0.1050
H -7.4426 -8.9059 -1.7204
H -5.1636 -7.7040 -0.9696
H -5.8665 -7.5915 0.6567
H -8.6176 -6.2718 0.0217
H -7.6008 -4.7367 0.1648
H -7.3292 -6.0569 1.2585
H -8.1641 -6.6155 -2.1350
H -6.5349 -6.7787 -2.7562
H -7.9524 -4.0260 -2.1995
H -6.9865 -4.4420 -3.5378
H -6.1973 -3.2508 -0.8824
H -5.0955 -3.6490 -2.1691
H -4.8575 -5.3348 0.1220
H -4.6447 -5.8052 -1.4909
C 7.4808 -2.5302 -4.0628
C 7.6453 -1.4542 -5.1209
C 7.4952 -0.0390 -4.4325
N 6.1008 0.5819 -4.5203
C 5.7517 0.9106 -6.0638
C 6.0534 1.8467 -3.5924
C 4.5598 2.0140 -3.3359
C 4.1374 0.6150 -3.0365
C 4.9552 -0.2572 -3.8951
H 7.6781 -3.4721 -4.5774
H 6.5632 -2.7949 -3.5364
H 8.1687 -2.4439 -3.2205
H 6.7745 -1.6265 -5.7549
H 8.5644 -1.4203 -5.7037
H 8.1721 0.6145 -4.9830
H 7.8594 -0.1406 -3.4109
H 5.9188 1.9731 -6.2349
H 4.6665 0.8131 -6.0582
H 6.1865 0.1744 -6.7365
H 6.4632 2.6874 -4.1512
H 6.5508 1.6721 -2.6391
H 3.9999 2.4048 -4.1864
H 4.4178 2.7321 -2.5286
H 3.1172 0.4265 -3.3678
H 4.4285 0.4380 -2.0016
H 4.3813 -0.9112 -4.5506
H 5.4711 -0.9473 -3.2273
C -1.8524 2.4990 1.6684
C -1.5140 1.5269 0.5543
C -0.6548 0.3506 0.9893
N -0.3441 -0.6648 -0.1721
C 0.7861 -0.1210 -1.0057
C 0.0067 -2.0440 0.4631
C -1.2251 -2.9370 0.3092
C -2.3516 -2.0767 -0.3318
C -1.5600 -1.0335 -1.0865
H -2.3146 3.4164 1.3019
H -0.9070 2.8102 2.1136
H -2.5830 2.0007 2.3052
H -1.1409 2.0671 -0.3175
H -2.4935 1.1795 0.2206
H -1.1931 -0.1865 1.7718
H 0.3123 0.5389 1.4557
H 1.5597 0.1106 -0.2738
H 0.4475 0.8224 -1.4313
H 1.3220 -0.7158 -1.7450
H 0.7978 -2.2954 -0.2436
H 0.5927 -2.0798 1.3815
H -0.8790 -3.8317 -0.2094
H -1.5547 -3.3720 1.2531
H -3.0497 -2.6624 -0.9310
H -3.0488 -1.6781 0.4065
H -1.0614 -1.4778 -1.9489
H -1.9516 -0.0787 -1.4352
C 1.6898 -0.6991 3.8657
F 0.6108 0.0829 3.9849
F 1.1677 -1.9185 3.6193
F 2.4687 -0.3129 2.9005
S 2.5725 -0.6748 5.5604
O 3.8345 0.0995 5.4675
O 1.6048 -0.2426 6.5827
N 2.9913 -2.3525 5.7623
S 4.2357 -2.6399 4.9034
O 4.1631 -2.2183 3.5061
O 5.4207 -2.3598 5.7201
C 4.2821 -4.6162 4.6645
F 3.3616 -4.9720 3.7126
F 5.4754 -5.0304 4.2301
F 4.0458 -5.2840 5.8321
C 0.5650 3.0481 -3.5210
F -0.5367 2.4038 -3.1035
F 1.4102 2.0545 -3.8805
F 0.2334 3.7644 -4.6123
S 1.2343 4.0660 -2.0422
O 2.0673 5.0944 -2.6503
O 0.0895 4.5453 -1.3337
N 2.1748 2.8798 -1.2176
S 2.4849 3.3891 0.1539
O 3.0658 4.7065 0.1504
O 1.3877 3.2296 1.0679
C 3.8274 2.2150 0.8096
F 3.5085 0.9479 0.5557
F 4.9070 2.4215 0.0157
F 4.1283 2.5372 2.0564
C -3.0111 -3.2491 4.9453
F -1.9023 -4.0039 4.6171
F -4.1874 -3.8555 4.7695
F -2.8361 -2.9908 6.2507
S -2.8445 -1.5400 4.0067
O -2.0556 -0.7166 4.8989
O -2.2060 -1.7902 2.7131
N -4.4448 -0.9759 4.0052
S -4.8361 -1.0410 2.4926
O -4.1807 -0.0024 1.7083
O -4.7648 -2.3757 1.9353
C -6.7147 -0.5916 2.6310
F -7.2596 -0.6300 1.4095
F -7.2790 -1.5420 3.3949
F -6.9836 0.5206 3.2913
C 2.3178 -3.6450 -5.0427
F 1.3120 -3.9684 -5.8298
F 3.3799 -4.3602 -5.3027
F 2.4649 -2.3517 -5.1494
S 1.8846 -3.9361 -3.1623
O 2.8015 -3.1664 -2.3770
O 0.5167 -3.5128 -2.9895
N 2.0376 -5.6819 -3.1504
S 2.7576 -5.9543 -1.8233
O 4.2209 -5.8206 -1.8609
O 2.0597 -5.4607 -0.6605
C 2.4878 -7.8901 -1.7396
F 3.1632 -8.5244 -2.6885
F 2.7837 -8.2513 -0.4811
F 1.1961 -8.0079 -1.9812
C 3.4971 4.4582 4.7712
F 4.4624 4.5417 5.6797
F 3.9944 4.9792 3.6238
F 3.1950 3.1985 4.4256
S 1.8928 5.4566 5.3051
O 2.3016 6.4543 6.2768
O 1.2214 6.0886 4.1974
N 0.9905 4.6062 6.5470
S 0.1543 3.5796 5.6170
O 0.7200 3.1826 4.3337
O -0.2601 2.4671 6.4373
C -1.4732 4.4633 5.0241
F -1.2825 4.8580 3.7704
F -2.5014 3.6027 5.1359
F -1.8076 5.4896 5.8006
*
```

Output
Kohn-Sham gap in eV: 5.546
Strongest force on any atom in eV Å⁻¹: 6.68

Here are the Mulliken charges for atoms 1 to 99, given in e:
1 C -1.340
2 C -0.151
3 C -0.727
4 N 0.813
5 C -0.889
6 C -0.621
7 C -0.940
8 C -0.626
9 C -0.126
10 H 0.455
11 H 0.283
12 H 0.329
13 H 0.327
14 H 0.340
15 H 0.101
16 H 0.402
17 H 0.431
18 H 0.453
19 H 0.166
20 H 0.448
21 H 0.139
22 H 0.265
23 H 0.509
24 H 0.513
25 H 0.395
26 H 0.166
27 H -0.085
28 C -1.303
29 C -0.162
30 C -0.784
31 N 0.143
32 C -0.962
33 C -0.640
34 C -0.850
35 C -0.668
36 C -0.734
37 H 0.353
38 H 0.347
39 H 0.382
40 H 0.302
41 H 0.387
42 H 0.381
43 H 0.374
44 H 0.304
45 H 0.473
46 H 0.362
47 H 0.482
48 H 0.432
49 H 0.328
50 H 0.386
51 H 0.257
52 H 0.446
53 H 0.653
54 H 0.313
55 C -1.478
56 C -0.109
57 C -0.811
58 N 0.680
59 C -0.887
60 C -1.163
61 C -0.150
62 C 1.013
63 C -1.232
64 H 0.371
65 H 0.434
66 H 0.377
67 H 0.190
68 H 0.336
69 H 0.445
70 H 0.447
71 H 0.286
72 H 0.365
73 H 0.348
74 H 0.472
75 H 0.374
76 H 0.294
77 H 0.117
78 H -0.040
79 H -0.141
80 H 0.379
81 H 0.142
82 C -1.313
83 C -0.389
84 C 2.101
85 N 0.955
86 C -1.179
87 C 0.137
88 C -1.095
89 C 0.899
90 C -1.163
91 H 0.213
92 H -0.063
93 H 0.496
94 H -0.187
95 H 0.640
96 H -0.898
97 H -0.110
98 H 0.317
99 H 0.607


No. 2
The following is a DFT calculation (the ωB97M-V functional and the def2-TZVPD basis) of a molecular structure, C49H42FeN6OP3Se2.

```
! RIJCOSX wB97M-V def2-TZVPD def2/J DEFGRID3
* xyz 2 6
Fe -0.3514 0.7193 -2.3797
Se 3.5302 1.2090 3.4421
P 1.3676 1.0506 3.5181
C 0.9071 -0.2995 4.6145
C 0.5557 -0.0392 5.9364
C 0.2398 -1.0984 6.7720
C 0.2983 -2.4004 6.2953
C 0.6637 -2.6556 4.9783
C 0.9731 -1.6066 4.1320
C 0.6466 2.5944 4.1209
C -0.7318 2.6456 4.3445
C -1.2946 3.8121 4.8328
C -0.4948 4.9168 5.0979
C 0.8718 4.8650 4.8706
C 1.4489 3.7020 4.3839
C 0.6336 0.6745 1.9271
C 1.0506 0.4438 0.6189
N -0.0779 0.4116 -0.1212
N -1.1145 0.5588 0.6872
N -0.7167 0.7073 1.9209
P 2.5754 0.1750 -0.2719
Se 2.1266 0.5931 -2.3472
C 3.1453 -1.5283 -0.0609
C 3.3769 -2.3285 -1.1745
C 3.8250 -3.6293 -1.0012
C 4.0311 -4.1322 0.2738
C 3.7897 -3.3367 1.3866
C 3.3514 -2.0341 1.2222
C 3.7893 1.3339 0.3826
C 5.0984 0.9432 0.6514
C 6.0056 1.8871 1.1115
C 5.6079 3.2036 1.2945
C 4.2994 3.5902 1.0270
C 3.3855 2.6577 0.5682
H 0.5234 0.9781 6.3050
H -0.0464 -0.9060 7.7969
H 0.0620 -3.2234 6.9567
H 0.7101 -3.6734 4.6145
H 1.2507 -1.7988 3.1010
H -1.3464 1.7836 4.1279
H -2.3605 3.8564 5.0107
H -0.9401 5.8216 5.4904
H 1.4940 5.7249 5.0779
H 2.5165 3.6596 4.2172
H 3.2261 -1.9279 -2.1681
H 4.0179 -4.2484 -1.8673
H 4.3923 -5.1441 0.4033
H 3.9547 -3.7277 2.3822
H 3.1893 -1.4060 2.0857
H 5.4017 -0.0850 0.4966
H 7.0261 1.5952 1.3207
H 6.3240 3.9381 1.6388
H 3.9972 4.6193 1.1693
H 2.3643 2.9443 0.3446
O -0.0306 1.5836 -4.9234
N -0.4129 0.2558 -4.6517
C -1.3244 -0.1578 -5.4305
C -1.8857 -1.4972 -5.2814
C -2.3691 -2.1042 -6.4402
C -2.7704 -3.4282 -6.4300
C -2.6921 -4.1602 -5.2570
C -2.2681 -3.5524 -4.0830
C -1.8829 -2.2159 -4.0684
P -1.6094 -1.3750 -2.4594
C -3.3143 -1.1762 -1.8254
C -3.6415 0.0493 -1.2472
C -4.9065 0.2596 -0.7189
C -5.8548 -0.7485 -0.7713
C -5.5365 -1.9705 -1.3503
C -4.2758 -2.1858 -1.8788
C -0.8747 -2.6561 -1.3965
C 0.1316 -3.4912 -1.8810
C 0.7150 -4.4290 -1.0450
C 0.3243 -4.5183 0.2839
C -0.6487 -3.6613 0.7791
C -1.2490 -2.7311 -0.0560
H 0.9361 1.5640 -4.9506
H -1.6411 0.4560 -6.2738
H -2.4042 -1.5361 -7.3620
H -3.1332 -3.8904 -7.3378
H -2.9741 -5.2047 -5.2467
H -2.2284 -4.1288 -3.1685
H -2.8972 0.8290 -1.1869
H -5.1506 1.2112 -0.2644
H -6.8452 -0.5813 -0.3692
H -6.2775 -2.7585 -1.3838
H -4.0471 -3.1387 -2.3337
H 0.4431 -3.4164 -2.9167
H 1.4731 -5.0970 -1.4324
H 0.7732 -5.2620 0.9299
H -0.9573 -3.7252 1.8152
H -2.0115 -2.0649 0.3291
C -2.0440 6.1682 -2.2031
N -2.0318 4.7321 -2.4186
C -2.9264 4.0283 -3.1849
C -2.5258 2.7305 -3.1423
N -1.3991 2.6325 -2.3544
C -1.1338 3.8582 -1.9435
H -3.0625 6.5100 -2.0367
H -1.6382 6.6883 -3.0696
H -1.4466 6.4125 -1.3288
H -3.7503 4.5025 -3.6896
H -2.9800 1.8666 -3.5986
H -0.3128 4.1387 -1.3039
*
```

Output
Kohn-Sham gap (spin up / spin down) in eV: 8.373 / 5.647
Energy above the lowest of the compared OMol25 structures with the same formula, charge and spin in eV: 0.397
Strongest force on any atom in eV Å⁻¹: 1.08

Here are the Mulliken charges for atoms 1 to 99, given in e:
1 Fe 1.026
2 Se 0.133
3 P 1.534
4 C 0.373
5 C -0.749
6 C -0.774
7 C -0.645
8 C -0.704
9 C 0.152
10 C 0.325
11 C -0.215
12 C -0.845
13 C -0.481
14 C -0.739
15 C -0.484
16 C -0.318
17 C -0.155
18 N 1.426
19 N -0.866
20 N -0.495
21 P 0.976
22 Se -0.629
23 C 0.367
24 C -0.665
25 C -0.796
26 C -0.668
27 C -0.863
28 C 0.003
29 C 0.032
30 C -0.081
31 C -0.763
32 C -0.593
33 C -0.547
34 C -0.168
35 H 0.453
36 H 0.442
37 H 0.415
38 H 0.521
39 H 0.040
40 H 0.478
41 H 0.430
42 H 0.427
43 H 0.441
44 H 0.334
45 H 0.339
46 H 0.462
47 H 0.416
48 H 0.523
49 H 0.471
50 H 0.454
51 H 0.447
52 H 0.432
53 H 0.479
54 H 0.376
55 O -0.495
56 N 0.072
57 C -0.739
58 C 0.382
59 C -0.959
60 C -0.748
61 C -0.926
62 C -0.877
63 C 0.987
64 P 2.219
65 C 0.258
66 C 0.053
67 C -1.168
68 C -0.626
69 C -0.827
70 C -0.262
71 C 0.406
72 C -0.397
73 C -1.042
74 C -0.634
75 C -0.793
76 C -0.664
77 H 0.395
78 H 0.457
79 H 0.446
80 H 0.424
81 H 0.452
82 H 0.476
83 H 0.548
84 H 0.469
85 H 0.411
86 H 0.453
87 H 0.380
88 H 0.590
89 H 0.551
90 H 0.448
91 H 0.539
92 H 0.449
93 C -0.877
94 N 0.114
95 C -0.794
96 C -0.647
97 N 0.001
98 C -0.367
99 H 0.348


No. 3
The following is a DFT calculation (the ωB97M-V functional and the def2-TZVPD basis) of a molecular structure, C8H16O10Sr.

```
! RIJCOSX wB97M-V def2-TZVPD def2/J DEFGRID3
* xyz -2 1
Sr -0.3000 -0.2927 0.4110
C 3.6364 -0.0362 2.8149
C 2.3486 0.0148 2.0000
O 1.7975 1.1113 1.8279
O 1.9288 -1.0377 1.4222
H 4.2645 0.8551 2.7892
H 4.3140 -0.8123 2.4331
H 3.4469 -0.2855 3.8617
C -2.5816 -1.7687 -3.0318
C -2.5276 -1.0131 -1.6775
O -2.7677 0.1970 -1.6292
O -2.1228 -1.7263 -0.7033
H -3.5543 -2.2646 -3.0726
H -1.7545 -2.4723 -3.0828
H -2.5044 -1.0383 -3.8389
C -2.6774 2.5190 3.1048
C -2.0583 1.5358 2.1273
O -1.9886 1.8549 0.9205
O -1.5889 0.4642 2.5905
H -3.1152 2.0253 3.9775
H -3.5344 3.0441 2.6593
H -2.0019 3.3210 3.4037
C 1.7825 1.1359 -3.1380
C 0.7719 1.9694 -2.3755
O 0.3944 3.0409 -2.8938
O 0.3571 1.4888 -1.2781
H 2.5572 1.7228 -3.6307
H 1.2098 0.4711 -3.7895
H 2.3288 0.4861 -2.4400
O -0.2181 -2.8204 1.5527
H -0.3155 -3.6438 2.0355
H 0.6731 -2.4855 1.7706
O 1.0745 -1.6192 -1.4653
H 1.1622 -2.5772 -1.4004
H 1.5631 -1.3637 -2.2551
*
```

Output
Kohn-Sham gap in eV: 6.691
Energy above the lowest of the compared OMol25 structures with the same formula, charge and spin in eV: 0.326
Strongest force on any atom in eV Å⁻¹: 1.84

natural (NBO) charges in e:
1 Sr 1.844
2 C -0.719
3 C 0.761
4 O -0.711
5 O -0.889
6 H 0.207
7 H 0.195
8 H 0.205
9 C -0.735
10 C 0.752
11 O -0.698
12 O -0.882
13 H 0.192
14 H 0.197
15 H 0.204
16 C -0.719
17 C 0.747
18 O -0.733
19 O -0.845
20 H 0.187
21 H 0.198
22 H 0.207
23 C -0.731
24 C 0.769
25 O -0.757
26 O -0.831
27 H 0.196
28 H 0.201
29 H 0.183
30 O -0.973
31 H 0.464
32 H 0.504
33 O -0.946
34 H 0.473
35 H 0.483